Entry 1:
The following is a DFT calculation (the ωB97M-V functional and the def2-TZVPD basis) of a 2-piece molecular cluster, C2H11N2Si overall.

- Charge: +1
- HOMO energy: -14.32 eV
- E_LUMO: -4.40 eV
- Relative energy (zero: lowest compared OMol25 entry of this formula, charge and spin): 1.019 eV

Last column: natural (NBO) charge in e.
CARTESIAN COORDINATES (ANGSTROEM)
C1 -0.206 -0.098 -1.755  0.3207
C2 0.412 0.221 -0.487  -0.9298
N1 0.307 -1.073 1.989  -1.0562
N2 -1.212 -0.906 -1.926  -0.6498
Si1 -0.508 1.723 0.262  0.9075
H1 1.408 0.523 -0.906  0.2908
H2 0.344 0.271 -2.676  0.2311
H3 0.330 -0.526 0.299  0.3339
H4 -0.566 -1.373 2.292  0.3698
H5 0.674 -0.740 2.802  0.3789
H6 -1.295 -1.402 -2.732  0.4310
H7 -1.654 -1.097 -1.065  0.4169
H8 0.860 -1.876 1.762  0.3727
H9 0.068 2.934 -0.103  -0.1343
H10 -1.949 1.465 -0.059  -0.1517
H11 -0.327 1.420 1.661  -0.1315

Atoms 1-2, force components in eV/Å:
1.589 -0.285 -1.107
0.262 1.345 -3.298

Entry 2:
The following is a DFT calculation (the ωB97M-V functional and the def2-TZVPD basis) of a 2-piece molecular cluster, C2H11N3P overall.

- Charge: +1
- HOMO energy: -13.41 eV
- E_LUMO: -4.52 eV
- Relative energy (zero: lowest compared OMol25 entry of this formula, charge and spin): 1.609 eV

Last column: natural (NBO) charge in e.
CARTESIAN COORDINATES (ANGSTROEM)
C1 -0.809 1.098 0.703  -0.3350
C2 0.075 0.692 -0.403  0.2242
N1 -0.281 0.290 1.802  -0.8127
N2 -0.334 0.600 -1.624  -0.6841
N3 0.134 -1.852 -0.347  -1.0761
P1 1.792 0.495 0.056  0.3172
H1 -1.895 0.973 0.514  0.2195
H2 -0.595 2.185 0.947  0.2729
H3 -0.265 0.743 2.647  0.3881
H4 -0.643 -0.610 1.834  0.3858
H5 0.316 0.528 -2.372  0.4326
H6 -1.443 0.505 -1.771  0.4391
H7 -0.190 -2.625 0.206  0.4036
H8 0.003 -1.808 -1.350  0.3762
H9 1.086 -1.670 -0.139  0.3729
H10 2.494 0.816 -1.166  -0.0059
H11 2.279 1.895 0.459  0.0818

Atoms 1-2, force components in eV/Å:
-0.073 -0.281 1.379
-0.159 1.632 -1.433

Question: Look up the relative energy (zero: lowest compared OMol25 entry of this formula, charge and spin) of the second one.
Answer: 1.609 eV